Entry from the OMol25 dataset: a 2-piece molecular cluster, C10H10N2 overall at a distorted geometry (the ωB97M-V functional and the def2-TZVPD basis).

Each line ends with the Mulliken charge.
Cartesian coordinates (Å):
N 2.27 -0.84 0.76  -0.63
N -2.21 -0.97 -0.59  -0.57
C 1.06 0.68 -1.27  0.03
C 2.42 0.48 0.65  -0.12
C -1.99 1.22 0.18  -0.48
C 1.72 -1.39 -0.35  -0.25
C -1.43 -1.44 0.35  -0.13
C 1.08 -0.69 -1.36  -0.46
C -2.53 0.30 -0.66  -0.17
C -1.08 0.73 1.24  -0.14
C 1.85 1.29 -0.35  -0.81
C -0.90 -0.62 1.34  -0.25
H -0.65 1.42 1.97  0.43
H -2.03 2.35 0.00  0.31
H 1.65 -2.46 -0.29  0.47
H -1.25 -2.55 0.35  0.36
H 0.39 -1.16 -2.01  0.46
H 0.49 1.15 -2.06  0.43
H -3.34 0.45 -1.47  0.33
H 1.98 2.30 -0.17  0.42
H -0.38 -1.08 2.22  0.29
H 2.87 0.83 1.54  0.46

Output
E_tot: -496.51627 Eh
2S+1: 1
E_LUMO: 0.90 eV
F_max: 3.62 eV/Å
ΔE to the lowest compared entry with this formula, charge and spin: 2.1993 eV
Structure (SMILES): c1ccncc1.c1ccncc1

Entry from the OMol25 dataset: an isolated ion of composition C3H8N2O2 and charge +1 at a distorted geometry (the ωB97M-V functional and the def2-TZVPD basis).

Each line ends with the Mulliken spin population.
Cartesian coordinates (Å):
O 1.75 0.57 -0.30  0.07
O 0.67 -1.76 -0.77  0.06
N -0.41 0.91 0.44  0.76
N -0.75 -2.07 0.93  0.02
C 0.80 1.55 0.01  -0.02
C -0.31 -1.39 -0.21  0.04
C -1.07 -0.09 -0.55  0.01
H 1.77 0.42 -1.31  -0.01
H 0.66 2.26 -0.79  0.04
H 1.28 2.05 0.79  0.02
H -0.61 -1.35 1.65  0.00
H -0.62 0.32 -1.62  0.03
H -0.93 1.55 1.19  -0.03
H -0.03 -2.81 0.99  0.00
H -2.20 -0.17 -0.45  0.00

Output
E_tot: -378.71580 Eh
2S+1: 2
E_LUMO (spin up / spin down): -3.92 / -8.62 eV
F_max: 3.38 eV/Å
Net charge: +1
ΔE to the lowest compared entry with this formula, charge and spin: 2.6912 eV
⟨S²⟩: 0.76

Entry from the OMol25 dataset: C31H66FNO15S5Si2 as an isolated structure at a distorted geometry (the ωB97M-V functional and the def2-TZVPD basis).

Each line ends with the Mulliken charge.
Cartesian coordinates (Å):
S 6.58 0.49 1.71  1.12
S -7.20 -5.27 0.48  0.94
S -9.12 -1.22 1.99  1.57
S 6.92 3.39 -1.57  1.27
S 10.78 7.46 -3.19  1.18
Si -3.76 0.24 0.31  0.31
Si -1.54 -0.30 -1.49  0.30
F -4.21 -1.74 3.68  -0.41
O -6.90 -6.54 -0.13  -0.78
O -5.02 -0.29 -0.57  -0.46
O 0.62 -1.91 -0.07  -0.19
O 9.35 7.27 -3.22  -0.63
O 6.43 0.61 0.28  -0.58
O 5.63 2.97 -2.04  -0.72
O 7.73 -0.18 2.27  -0.74
O -8.79 -2.32 2.85  -0.82
O 11.58 7.17 -4.36  -0.68
O -2.46 0.72 -0.57  -0.14
O -2.62 -4.51 -0.78  -0.48
O 7.06 3.98 -0.25  -0.68
O 2.41 -1.81 1.27  -0.54
O -9.32 -1.44 0.58  -0.81
O -6.21 -4.22 0.49  -0.51
N -4.60 -2.93 -2.89  -0.42
C 11.81 8.95 -1.23  -0.65
C -3.13 -4.79 -2.10  0.24
C 4.90 2.24 2.68  -0.58
C -7.80 -5.55 2.15  -0.99
C 1.49 -2.44 0.83  0.74
C -9.25 -5.06 2.16  0.24
C 6.40 2.11 2.43  -0.44
C -8.74 -4.64 -0.19  -0.27
C 11.49 6.60 -1.79  -0.60
C -5.55 -2.05 -2.23  -1.19
C -9.80 -5.22 0.74  -0.90
C -3.09 -6.29 -2.35  -1.57
C 11.17 9.12 -2.61  -0.68
C 7.67 4.50 -2.76  -0.88
C -9.91 0.70 3.60  -0.61
C -3.24 -0.97 1.63  -0.40
C -10.53 -0.35 2.68  -0.95
C 1.14 -3.84 1.20  -1.06
C -7.93 0.11 2.24  -0.51
C 8.13 2.07 -1.74  -0.60
C -4.40 -1.68 2.30  0.72
C -8.71 1.28 2.84  -0.78
C 12.50 7.58 -1.21  -0.76
C 9.12 4.06 -2.82  -0.04
C -5.17 -1.70 -0.79  1.05
C 0.28 0.13 -1.39  -0.78
C -4.54 -4.22 -2.19  0.68
C 5.06 -0.21 2.39  -0.28
C 1.18 -1.07 -1.10  -0.58
C 4.45 0.89 3.26  -0.71
C 9.10 2.53 -2.83  -1.03
H 7.16 4.34 -3.71  0.34
H -2.75 -0.35 2.39  0.60
H -5.95 -2.05 -0.12  -0.24
H -11.17 -1.06 3.18  0.38
H -4.90 -4.08 -1.17  -0.49
H 10.09 2.11 -2.67  0.39
H 1.59 -4.06 2.17  0.32
H 1.27 -1.69 -2.00  0.25
H 7.59 1.16 -1.99  0.50
H -2.49 -1.70 1.30  0.03
H 4.81 0.79 4.29  0.30
H -8.70 -3.55 -0.13  -0.05
H -10.75 -4.70 0.61  0.38
H -11.06 0.12 1.85  0.38
H -6.49 -2.60 -2.19  0.33
H -10.63 1.46 3.88  0.40
H 5.31 -1.11 2.94  0.39
H -4.26 -2.24 -0.53  0.29
H -9.08 1.93 2.03  0.32
H -9.96 -6.27 0.51  0.37
H -3.15 -6.51 -3.41  0.39
H -8.08 1.89 3.48  0.35
H 10.68 6.40 -1.09  0.34
H 0.06 -3.94 1.28  0.28
H -3.92 -6.78 -1.83  0.28
H -7.47 0.35 1.29  0.28
H -2.16 -6.70 -1.95  0.39
H -7.17 -4.99 2.84  0.41
H 7.53 5.53 -2.43  0.45
H 4.42 -0.46 1.55  0.03
H 9.65 4.42 -1.93  -0.10
H -5.69 -1.14 -2.82  0.43
H -2.47 -4.29 -2.82  0.37
H 12.51 9.76 -1.03  0.33
H -4.23 1.46 1.00  -0.29
H -3.68 -2.53 -2.99  0.21
H 1.51 -4.52 0.44  0.28
H 13.39 7.60 -1.84  0.33
H -4.50 -2.70 1.93  0.07
H -7.18 -0.26 2.94  0.31
H -9.85 -5.61 2.89  0.41
H -9.56 0.22 4.52  0.30
H 8.62 1.95 -0.78  0.28
H 9.62 4.48 -3.69  0.42
H 0.56 0.49 -2.38  0.44
H 6.79 2.85 1.74  0.17
H 0.48 0.92 -0.67  0.38
H 3.36 0.80 3.28  0.36
H 4.68 3.07 3.36  0.38
H 11.85 9.56 -3.33  0.35
H -1.80 -1.70 -1.08  -0.03
H -7.72 -6.61 2.35  0.41
H -2.00 -0.20 -2.90  -0.22
H 11.04 8.98 -0.46  0.31
H 12.80 7.29 -0.21  0.35
H 4.38 2.43 1.74  0.29
H 2.18 -0.75 -0.82  0.41
H -5.36 -1.19 2.10  -0.51
H -9.29 -4.00 2.45  -0.26
H 6.96 2.12 3.36  0.35
H 8.75 2.18 -3.81  0.34
H -5.18 -4.94 -2.71  0.24
H 11.92 5.66 -2.13  0.48
H -1.73 -4.15 -0.86  0.17
H -8.82 -4.96 -1.22  0.55
H 10.24 9.69 -2.58  0.35

Output
E_tot: -5074.01478 Eh
2S+1: 1
E_LUMO: 0.31 eV
F_max: 1.08 eV/Å

Entry from the OMol25 dataset: a 17-piece molecular cluster, C17H38Cl32N2O7PS3 overall at a distorted geometry (the ωB97M-V functional and the def2-TZVPD basis).

Each line ends with the Mulliken charge.
Cartesian coordinates (Å):
Cl 9.60 1.32 -2.98  -0.07
Cl -11.25 2.27 2.29  -0.16
Cl 12.14 -3.51 4.05  -0.17
Cl -4.27 -4.37 -0.95  -0.13
Cl -2.33 -7.81 1.38  -0.03
Cl 11.16 -1.12 -1.62  -0.09
Cl 9.66 -0.99 2.43  -0.01
Cl 5.91 3.41 -0.14  -0.16
Cl 6.37 0.47 0.30  -0.08
Cl -3.50 -4.99 1.80  -0.09
Cl -12.04 1.05 -0.23  -0.17
Cl -2.19 -2.37 -3.31  -0.04
Cl 8.81 0.09 -5.50  -0.18
Cl -1.19 -7.52 4.96  -0.15
Cl -1.53 1.56 -2.18  -0.18
Cl -1.12 3.70 1.27  -0.14
Cl -1.52 -5.20 -3.16  -0.14
Cl 1.60 4.75 1.23  -0.17
Cl -1.53 -4.63 4.88  -0.12
Cl 13.73 -2.04 2.11  -0.16
Cl 8.88 1.92 2.17  -0.15
Cl 1.37 -4.89 1.22  -0.20
Cl 7.48 -2.14 3.97  -0.18
Cl 8.59 -1.24 -0.53  -0.03
Cl -10.18 7.34 -4.61  -0.16
Cl -0.45 -2.85 2.22  -0.15
Cl 3.72 2.25 1.40  -0.05
Cl -11.78 5.87 -2.66  -0.16
Cl -3.41 -0.34 -1.03  -0.09
Cl 13.35 0.03 -3.17  -0.17
Cl -0.11 -9.52 0.56  -0.16
Cl 10.48 3.39 0.22  -0.19
S -6.16 5.56 2.14  0.91
S -6.91 4.48 -0.57  0.62
S -7.54 3.18 -3.09  0.90
P -9.52 2.27 -3.29  0.32
O -7.01 5.70 3.43  -0.63
O -4.82 6.37 2.22  -0.60
O -6.65 2.09 -2.43  -0.50
O -10.27 2.80 -4.81  -0.60
O -6.97 3.43 -4.52  -0.66
O -7.59 3.30 0.19  -0.55
O -5.36 4.29 -0.73  -0.55
N -7.69 4.65 -2.13  -0.42
N -10.42 2.93 -1.88  -0.37
C -11.06 0.88 1.23  -0.20
C -3.21 1.26 -1.74  -0.10
C -0.03 -4.57 2.25  0.24
C -11.32 6.01 -4.36  0.11
C -2.29 -6.17 5.28  -0.21
C 9.08 -1.40 4.05  -0.18
C -1.51 -3.75 -4.18  -0.36
C 12.76 -0.38 -1.55  -0.22
C 7.02 -1.18 0.28  -0.25
C 12.59 -3.37 2.35  -0.13
C -3.89 -3.71 0.65  -0.11
C 9.34 2.06 0.47  0.51
C 0.54 3.43 0.73  -0.15
C -1.68 -9.45 1.37  -0.35
C 5.32 2.99 1.48  -0.28
C -7.14 6.00 0.56  -0.52
C 9.79 -0.08 -4.04  -0.17
H -11.39 2.55 -1.98  0.32
H -8.26 6.14 0.88  0.33
H -2.38 -10.10 0.83  0.30
H -2.12 -3.94 -5.07  0.27
H -2.55 -6.17 6.34  0.34
H 13.05 -4.30 2.03  0.33
H -10.86 5.08 -4.69  -0.07
H 11.69 -3.18 1.76  0.12
H -10.42 3.97 -1.97  0.08
H -3.19 -6.30 4.67  0.17
H 12.70 0.53 -0.95  0.21
H 7.13 -1.52 1.31  -0.11
H 6.02 2.29 1.94  0.20
H -3.83 1.34 -2.64  0.25
H 9.80 1.13 0.14  -0.19
H -11.21 3.08 -4.57  0.30
H -3.53 2.01 -1.01  0.13
H 10.85 -0.17 -4.33  0.19
H 0.91 2.49 1.17  0.21
H 13.46 -1.08 -1.09  0.29
H 9.48 -0.98 -3.51  0.23
H 0.21 -4.86 3.27  0.22
H -5.76 4.18 2.08  0.21
H -1.57 -9.80 2.40  0.23
H 9.02 -0.49 4.65  0.27
H -4.76 -3.15 1.02  0.34
H -3.04 -3.04 0.56  -0.02
H 9.78 -2.10 4.51  0.10
H -12.22 6.20 -4.96  0.33
H 6.32 -1.83 -0.25  0.39
H -10.01 0.79 0.94  0.20
H -0.88 -5.15 1.89  -0.13
H 5.26 3.90 2.08  0.32
H 0.55 3.35 -0.36  0.25
H -11.37 -0.02 1.76  0.32
H -6.67 6.93 0.03  0.38
H -0.48 -3.52 -4.47  0.27
H 8.44 2.26 -0.13  0.06

Output
E_tot: -17568.61584 Eh
2S+1: 1
E_LUMO: 1.16 eV
F_max: 6.31 eV/Å
Net charge: -1